Entry 1:
{"formula": "C19H23NO3", "method": "ωB97M-V/def2-TZVPD", "species": ["C", "H", "H", "H", "C", "C", "N", "C", "H", "H", "C", "C", "C", "C", "C", "C", "C", "H", "O", "C", "H", "H", "H", "O", "C", "H", "H", "H", "H", "H", "H", "H", "C", "C", "C", "C", "C", "C", "O", "H", "H", "H", "H", "H", "H", "H"], "coordinates": [[1.181106, 3.530125, 3.118167], [0.975227, 4.291677, 2.368541], [2.243072, 3.299382, 3.079483], [0.947913, 3.939208, 4.099075], [0.340229, 2.279346, 2.851145], [0.663626, 1.713693, 1.485444], [0.013671, 1.993998, 0.424998], [-1.179171, 2.780337, 0.348640], [-1.228048, 3.594240, 1.082992], [-1.191290, 3.215867, -0.655206], [-2.413892, 1.865594, 0.504994], [-2.326695, 0.715107, -0.456616], [-2.821262, 0.816995, -1.745487], [-2.642654, -0.223405, -2.635131], [-1.969745, -1.386656, -2.277895], [-1.489778, -1.510671, -0.960601], [-1.675750, -0.453080, -0.081464], [-1.307323, -0.532240, 0.929519], [-0.874942, -2.682840, -0.599652], [-0.269987, -2.768175, 0.665177], [0.207111, -3.747146, 0.692951], [-1.007889, -2.707465, 1.472486], [0.491343, -1.993755, 0.804744], [-1.879259, -2.321078, -3.268641], [-0.862858, -3.298562, -3.231325], [-0.852078, -3.738614, -4.228900], [0.111480, -2.852157, -3.019737], [-1.071996, -4.074878, -2.492382], [-3.015325, -0.158371, -3.645133], [-3.338387, 1.710784, -2.060561], [-3.309152, 2.459241, 0.315183], [-2.452506, 1.491872, 1.530649], [1.798740, 0.793097, 1.348418], [2.636746, 0.491066, 2.427724], [3.678851, -0.403618, 2.315419], [3.915584, -1.040309, 1.104775], [3.114889, -0.763733, 0.020493], [2.062397, 0.152481, 0.113064], [1.345067, 0.367682, -0.991394], [0.643284, 1.037834, -0.754936], [3.278133, -1.238683, -0.934415], [4.725977, -1.747607, 1.011504], [4.306383, -0.608285, 3.169492], [2.480565, 0.968876, 3.381544], [0.519659, 1.530479, 3.622673], [-0.717374, 2.542807, 2.896258]], "forces_ev_per_a": [[-0.08, -0.08, 0.07], [0.01, 0.07, -0.04], [0.09, 0.04, 0.01], [0.03, 0.06, 0.05], [-0.05, 0.14, -0.14], [-0.28, 0.19, 0.19], [0.37, -0.19, -0.23], [-0.43, 0.24, 0.23], [0.05, -0.02, -0.06], [-0.11, 0.09, 0.15], [0.28, 0.13, -0.16], [-0.18, -0.07, 0.03], [0.05, -0.01, 0.14], [0.17, -0.25, 0.01], [-0.02, 0.14, -0.04], [0.02, -0.16, -0.03], [-0.08, -0.14, -0.02], [0.08, -0.05, 0.09], [-0.31, 0.24, -0.44], [0.13, 0.00, 0.27], [-0.01, 0.07, 0.06], [0.03, 0.01, -0.03], [-0.04, -0.02, 0.00], [-0.31, 0.16, 0.22], [0.28, -0.37, -0.10], [0.04, 0.03, 0.06], [-0.03, -0.02, 0.00], [0.05, 0.08, -0.11], [-0.03, -0.02, -0.13], [-0.08, 0.12, -0.04], [-0.04, -0.02, 0.06], [-0.04, 0.04, 0.03], [0.21, -0.27, -0.14], [0.03, -0.08, -0.09], [0.09, 0.01, 0.25], [-0.13, 0.08, -0.08], [-0.02, 0.00, -0.08], [0.06, 0.05, 0.04], [0.16, -0.20, -0.14], [0.03, 0.08, 0.19], [0.01, -0.05, -0.11], [0.07, -0.07, -0.02], [0.04, -0.01, 0.08], [-0.07, 0.07, 0.09], [-0.06, 0.00, -0.04], [0.02, -0.08, 0.00]], "homo_lumo_gap_ev": 8.3, "homo_ha": -0.287, "smiles": "CC/C(=N\\CCc1ccc(OC)c(OC)c1)c1ccccc1O", "lumo_ev": 0.48}

***

Entry 2:
{"formula": "C19H24AsCeFNO6S3Si", "method": "ωB97M-V/def2-TZVPD", "species": ["Ce", "C", "Si", "C", "C", "N", "C", "C", "C", "C", "C", "C", "F", "H", "H", "H", "H", "H", "H", "H", "H", "H", "H", "H", "H", "H", "O", "As", "O", "O", "C", "C", "C", "C", "C", "C", "S", "O", "O", "O", "H", "H", "H", "H", "H", "C", "C", "S", "C", "C", "S", "H", "H", "H", "H", "H", "H"], "coordinates": [[-0.606650, 1.021482, -0.279472], [-0.981309, -1.883244, 3.531877], [0.192214, -1.325556, 2.204506], [0.791601, 0.371958, 2.590466], [1.729782, -2.384845, 2.181991], [-0.654418, -1.167588, 0.703341], [-1.267935, -2.245492, 0.034805], [-1.147468, -3.615228, 0.379600], [-1.841667, -4.647613, -0.246438], [-2.743663, -4.364900, -1.267201], [-2.937815, -3.036278, -1.595204], [-2.199674, -2.033836, -1.005955], [-2.465485, -0.744872, -1.346001], [-0.417893, -2.097633, 4.446729], [-1.525510, -2.759785, 3.200234], [-1.709993, -1.099019, 3.728370], [1.107385, 0.387811, 3.651604], [0.064762, 1.140364, 2.505747], [1.713016, 0.590133, 2.006307], [2.355242, -2.141420, 3.067229], [2.323684, -2.129801, 1.296295], [1.540975, -3.475741, 2.200706], [-0.413326, -3.948906, 1.096182], [-1.637410, -5.660137, 0.071385], [-3.366030, -5.127863, -1.721898], [-3.626466, -2.782978, -2.414894], [-0.037058, 1.416709, -5.037122], [0.385636, 1.417234, -3.287801], [-0.677604, 2.462410, -2.508331], [0.343949, -0.048007, -2.416296], [2.331948, 1.692737, -3.656452], [2.792529, 1.762856, -4.975558], [4.143708, 1.715819, -5.294818], [5.059794, 1.616519, -4.279506], [4.648866, 1.513775, -2.940842], [3.272675, 1.569391, -2.622675], [2.827294, 1.534726, -0.908454], [3.954408, 2.201978, -0.258318], [2.613744, 0.175693, -0.548827], [1.561462, 2.297580, -0.804384], [-0.941755, 1.687313, -5.221908], [2.081411, 1.810557, -5.783399], [4.504956, 1.834054, -6.320827], [6.132559, 1.555055, -4.494272], [5.394680, 1.379675, -2.189907], [-1.715414, 2.676386, 3.888864], [-1.899449, 2.665779, 2.395279], [-0.753387, 3.427831, 1.433820], [-3.022821, 1.938312, 1.873475], [-4.088108, 1.468374, 2.754498], [-3.262216, 1.505892, 0.280534], [-0.822575, 3.261202, 4.189520], [-1.498271, 1.661826, 4.230159], [-2.493804, 3.101369, 4.467028], [-4.368117, 2.165011, 3.546710], [-3.766216, 0.540835, 3.251618], [-4.978770, 1.152093, 2.217882]], "forces_ev_per_a": [[0.18, 0.80, -0.17], [0.18, 0.04, 0.19], [-0.17, -0.25, -0.49], [1.60, -0.43, 0.45], [0.37, -0.46, 0.31], [-0.37, -0.34, -1.20], [-0.26, 0.27, 0.55], [0.36, -0.15, -0.35], [-0.02, 0.53, -0.25], [-0.09, -0.20, 0.67], [-0.22, 0.50, -1.17], [0.19, -0.54, 0.82], [0.27, 0.23, -0.37], [-0.23, -0.08, 0.01], [-0.10, -0.31, 0.09], [-0.08, 0.11, 0.09], [-0.10, 0.01, -0.37], [-0.55, 0.89, -0.18], [-0.57, 0.14, 0.20], [-0.33, -0.13, -0.37], [-0.09, -0.11, 0.06], [0.12, 0.50, -0.07], [0.10, 0.37, 0.34], [-0.09, -0.10, -0.02], [0.23, 0.01, -0.05], [0.26, 0.07, 0.55], [0.09, -0.36, 0.60], [0.53, -0.23, 0.03], [0.46, -0.94, -0.01], [-0.74, 1.47, -0.29], [-0.08, -0.18, 0.24], [-0.42, -0.13, -0.18], [-0.12, 0.53, -0.19], [0.67, -0.52, 1.14], [-1.07, 0.13, -1.05], [0.65, 0.19, -0.88], [1.71, 1.88, 0.80], [-1.01, -0.48, -0.42], [-0.30, -1.86, 0.66], [-0.58, -0.14, -0.06], [-0.12, 0.00, 0.38], [-0.17, 0.10, 0.02], [-0.38, -0.19, 0.28], [-0.41, 0.11, 0.04], [0.12, 0.10, 0.59], [1.85, 0.13, 0.05], [-2.08, -1.36, -0.42], [0.82, -0.30, -1.24], [2.11, 1.54, 0.79], [-0.73, -1.13, 1.61], [0.45, -0.04, -1.79], [-0.34, -0.25, -0.50], [-0.30, -0.12, 0.19], [-1.25, 0.18, 0.40], [0.04, 0.09, -0.04], [0.03, 0.09, 0.19], [-0.03, 0.31, -0.20]], "homo_lumo_gap_ev": [5.5, 5.5], "homo_ha": [-0.156, -0.156], "lumo_ev": [1.24, 1.24], "charge": -1}